DFT (ωB97M-V/def2-TZVPD) results for a molecular structure, C53H54GeI2N3O3SiW.

As for the charge: +1. The HOMO energy is -10.31 eV. As for the frontier orbital gap: 7.1725 eV.

Element x y z (Å)
W  -1.1717  -1.5396  0.3713
I  -5.9185  -7.9150  0.5074
I  -5.8380  -2.1401  -0.9272
Ge  3.2806  3.0958  -0.5192
Si  -2.0372  -0.8873  2.6804
O  1.6607  0.4045  1.7798
O  -0.1224  0.0985  0.4880
O  -2.7829  -2.5582  0.2149
N  -1.7038  -0.6395  -1.6249
N  1.0836  -1.9993  -0.4314
N  -0.6069  -3.8858  0.3307
C  0.8088  -4.1141  0.6460
C  4.0966  5.8038  -1.3353
C  -0.9255  1.5471  3.6247
C  1.9658  3.1263  0.9507
C  1.2695  3.9765  -2.4308
C  5.4910  1.4816  -1.4581
C  -4.8346  -1.5709  2.6068
C  -3.3757  2.7210  4.1825
C  -5.7470  -3.5774  3.5685
C  3.6530  -2.6088  -1.3093
C  6.4471  0.4762  -1.4256
C  -4.8107  -3.7841  -0.1693
C  2.2756  3.0318  -2.2039
C  -2.8561  -0.9168  -3.8475
C  1.8696  2.1561  -4.4303
C  0.8950  3.1182  -4.6451
C  4.6064  0.7255  0.6407
C  -5.5005  -4.9869  -0.0992
C  -0.9727  0.3893  -2.3964
C  -2.2025  3.4239  4.4193
C  2.9174  -3.5262  -0.5825
C  -1.4323  -4.7829  1.1665
C  0.6943  2.3224  0.6979
C  -2.8506  -4.8685  0.7011
C  -3.5543  -1.9077  3.0510
C  5.3733  4.8414  0.4526
C  6.1355  5.9975  0.5356
C  3.0835  -1.3774  -1.5835
C  4.5472  1.6108  -0.4342
C  0.8148  0.8608  1.0490
C  4.3404  4.7314  -0.4792
C  -1.9616  1.2978  -3.1380
C  -0.5238  -1.8505  2.5103
C  2.5512  2.1172  -3.2181
C  5.8740  7.0625  -0.3159
C  1.6450  -3.1813  -0.1623
C  -2.0960  0.8366  3.3573
C  -2.3380  -1.5980  -2.5746
C  -3.4035  -3.0910  3.7802
C  -5.9207  -2.3947  2.8618
C  0.5879  4.0250  -3.6385
C  -2.5025  -0.1221  -0.5264
C  -3.5394  -6.0674  0.7649
C  -3.3213  1.4363  3.6626
C  5.5755  -0.2706  0.6857
C  -3.2228  0.5315  -3.5528
C  -4.4863  -3.9227  4.0335
C  6.4900  -0.4020  -0.3488
C  1.8082  -1.1129  -1.1260
C  -3.4807  -3.7104  0.2490
C  -0.9773  2.8315  4.1482
C  4.8573  6.9631  -1.2544
C  -4.8689  -6.1226  0.3792
H  -0.3154  -0.1317  -3.0957
H  1.0230  4.7015  -1.6603
H  -2.0966  -0.9473  -4.6332
H  -0.7528  -4.1626  -0.6400
H  -3.9678  0.5598  -2.7537
H  2.1159  1.4484  -5.2129
H  -1.4545  1.6927  -4.0176
H  -2.2424  4.4242  4.8309
H  4.6534  -2.8413  -1.6484
H  6.9338  6.0679  1.2633
H  0.9542  -3.9111  1.7075
H  -0.3496  0.9679  -1.7203
H  -3.7156  -1.4778  -4.2163
H  -1.3991  -4.4076  2.1895
H  -6.5940  -4.2225  3.7641
H  -1.5914  -2.3580  -2.8229
H  3.6315  -0.6160  -2.1186
H  -3.5503  -0.3832  -0.5631
H  -0.9913  -5.7833  1.1675
H  -2.2202  2.1582  -2.5182
H  -0.0575  3.3657  4.3532
H  -6.9039  -2.1173  2.5024
H  -3.0360  -6.9566  1.1239
H  3.3121  5.7396  -2.0808
H  7.2495  -1.1735  -0.3097
H  -2.3143  0.9287  -0.3453
H  3.8925  0.8030  1.4507
H  0.4065  -1.3027  2.6569
H  0.3791  3.1670  -5.5962
H  -4.3477  -4.8339  4.6022
H  0.3492  2.4088  -0.3347
H  -6.5322  -5.0318  -0.4189
H  -4.3344  3.1690  4.4106
H  7.1738  0.3945  -2.2243
H  -4.9894  -0.6661  2.0284
H  5.5957  4.0130  1.1180
H  6.4677  7.9652  -0.2526
H  5.4950  2.1862  -2.2839
H  1.7125  4.1777  1.0985
H  3.3163  -4.5013  -0.3366
H  -4.2483  0.8982  3.5016
H  -0.1737  4.7779  -3.7992
H  -3.6816  0.9999  -4.4231
H  -3.1546  -2.0846  -2.0535
H  1.0907  -5.1538  0.4621
H  2.4430  2.7920  1.8738
H  1.3509  -0.1518  -1.3135
H  0.0375  1.0950  3.4406
H  -0.1289  2.6895  1.3181
H  4.6572  7.7878  -1.9267
H  -0.4277  -2.8534  2.9114
H  3.3330  1.3807  -3.0786
H  -2.4303  -3.3582  4.1793
H  5.6156  -0.9418  1.5350